Record 1
ORCA calculation (ωB97M-V/def2-TZVPD) on a molecular structure, C35H72F6N5O21PbS2.

Summary:
Net charge: +1
Frontier orbital gap, eV: 2.110

Geometry (Å):
Pb 1.6529 3.7518 1.2607
S 0.5412 -0.6599 -2.7973
S 1.1630 -1.4520 -0.4179
F 2.1777 -3.7857 -0.9698
F 1.5730 1.4073 -4.1375
F 1.3190 -0.3166 -5.3883
F 2.9487 -0.4400 -4.0456
F 3.1672 -2.3519 -2.2203
F 3.7792 -2.4134 -0.2370
O -7.6632 -0.6838 -3.6067
O -0.0113 -9.1101 -4.5119
O 2.0035 -8.5798 -4.7933
O 0.2348 6.7398 -7.8421
O -7.2767 4.7197 -4.0792
O -0.0469 -2.2389 -0.4173
O -0.7749 -0.0194 -2.9255
O -1.6204 6.2985 -8.7554
O 4.4038 2.6528 2.9436
O -1.5415 8.1801 -7.3717
O -1.5402 2.3308 6.8820
O -2.1253 4.0072 1.3998
O 1.5562 -10.6865 -4.1028
O 9.9065 -5.6024 -0.8402
O 1.4477 -0.9571 0.9267
O 1.5452 -6.1571 6.6728
O 3.5148 5.3314 -0.8218
O 10.3758 -7.3900 0.3162
O 0.6468 -2.1204 -3.0906
O 9.0749 -7.6330 -1.4716
O -3.5835 -4.0067 6.3208
N -1.6664 3.0629 4.0310
N -7.6458 2.0769 -5.1552
N 1.3047 -0.0899 -1.5010
N -1.1091 -5.5336 7.7660
N 5.4682 3.7156 0.5220
C 5.6522 2.1928 2.4398
C 4.1307 2.3820 4.3377
C -2.3048 -6.0289 7.1606
C 10.3136 -5.1259 0.3638
C -0.9743 7.1599 -7.9850
C -3.4071 -4.3270 4.9386
C -0.0989 -7.7298 -5.0067
C 1.1588 -4.8521 6.6708
C -0.4334 -4.7830 6.6548
C 1.3682 -7.3477 -4.9298
C 10.9631 -6.3380 0.9751
C -0.7127 5.2123 -9.0826
C -6.5433 -1.3874 -3.0715
C 1.6801 0.0725 -4.1648
C 2.7359 -2.5658 -0.9716
C -3.1013 4.2153 2.4677
C -2.0017 1.5241 7.8696
C -2.5686 4.5011 0.1135
C 0.5916 5.8017 -8.7710
C 9.6466 -6.9006 -0.7047
C 5.5727 3.8187 -0.8541
C -3.6191 -5.1702 7.1048
C -6.9134 3.0932 -5.9658
C -7.6606 -0.3482 -5.0228
C -7.4167 6.1076 -3.6305
C 5.9163 2.4029 0.8993
C -1.7301 3.8889 5.2638
C 2.9540 -6.4485 6.4156
C -6.9318 0.8640 -5.5037
C -7.2549 4.5558 -5.5201
C -2.9356 2.8811 3.3030
C -2.5151 3.2306 6.3576
C 3.1100 6.7493 -1.1437
C 1.2027 -9.5296 -4.4918
C 4.8681 5.0995 -1.3334
H 4.8541 4.9275 -2.4097
H -6.2714 -2.2108 -3.7320
H -4.1519 4.2366 2.1780
H -2.6425 -5.0993 4.8538
H 9.4967 -4.8233 1.0189
H 3.2403 1.7663 4.4656
H -6.9738 3.1162 -7.0539
H -8.2144 4.8941 -5.9113
H 6.5896 3.9002 -1.2381
H 6.0251 4.4492 0.9365
H 1.7938 -6.7425 -5.7302
H -7.3181 2.2630 -4.2181
H -2.6348 5.5816 -0.0142
H 5.5375 5.9575 -1.2721
H -3.4248 2.7324 6.0225
H -2.0676 4.8600 4.9016
H 5.3573 1.7389 0.2399
H -0.6025 4.8360 -10.0996
H -2.8952 5.1486 2.9917
H 12.0343 -6.2908 0.7791
H -0.6014 -7.2484 -4.1678
H 10.8726 -6.2701 2.0592
H 1.3199 5.0336 -8.5110
H 5.6438 1.1090 2.5549
H -7.7374 -1.2191 -5.6738
H -0.7392 4.1435 5.6398
H -6.7537 -1.9185 -2.1431
H 1.4489 -4.3278 5.7603
H -8.3854 6.6056 -3.6715
H -8.6581 0.0843 -5.1013
H -3.8542 -4.8041 8.1042
H -5.9192 0.8030 -5.1048
H 6.9655 2.2586 0.6415
H -1.4548 2.1653 4.4428
H -0.7458 -5.0810 5.6540
H -3.0261 2.0512 2.6022
H 2.7634 6.6516 -2.1725
H 5.0584 2.9611 -1.2878
H 3.6491 -6.1708 7.2080
H -2.9098 4.0099 7.0095
H 1.5498 -6.6995 -4.0725
H -6.6789 6.7713 -4.0813
H -2.2692 -6.5772 6.2192
H 6.4259 2.5950 3.0938
H -0.9109 4.3795 -8.4078
H -5.5222 -1.0424 -2.9088
H -1.1238 0.9568 8.1787
H -4.4504 -5.7631 6.7234
H -4.3319 -4.6950 4.4942
H 1.1239 6.1889 -9.6399
H 5.0246 2.0358 4.8567
H -1.8368 4.1470 -0.6125
H -3.5135 4.0473 -0.1854
H -7.2713 6.0573 -2.5515
H 1.5840 -4.2733 7.4908
H -6.5247 5.2326 -5.9639
H -2.4738 -6.8173 7.8941
H -2.2606 2.1387 8.7317
H -2.8149 0.8523 7.5946
H -0.5781 -6.3527 8.0253
H -0.5044 -7.6862 -6.0175
H -7.0370 0.7279 -6.5800
H 2.2341 7.0879 -0.5903
H -5.8429 3.1463 -5.7674
H 11.1157 -4.3900 0.3082
H 3.2423 -6.0057 5.4622
H -3.2790 -3.4162 4.3537
H 3.1477 -7.5110 6.2683
H 3.9471 3.3786 4.7392
H -0.8720 -3.7977 6.8127
H -3.8146 2.7975 3.9422
H 3.9063 7.4913 -1.0854



Record 2
ORCA calculation (ωB97M-V/def2-TZVPD) on 2 unconnected molecules or ions with the total composition C4H11O.

Summary:
Net charge: -1
Frontier orbital gap, eV: 6.286
Energy relative to the best compared isomer or geometry (same formula, charge and spin), kcal per mole: 8.4

Geometry (Å):
O 1.1577 -0.1181 -1.5144
C 2.3285 -0.5217 -1.0178
C -1.3397 0.4379 0.2754
C -0.9915 1.3358 1.4830
C -1.3021 -1.0486 0.5920
H -0.2774 -1.4031 0.5689
H -0.5751 0.6323 -0.4868
H -1.9527 -1.6218 -0.0639
H -0.3961 2.1768 1.0971
H 3.2376 -0.3382 -1.6759
H -0.3151 0.8533 2.1657
H -1.8624 1.8105 1.9308
H -2.2921 0.7527 -0.1557
H -1.6074 -1.2540 1.6342
H 2.4028 -1.6126 -0.7627
H 2.6808 -0.0005 -0.0844



Record 3
ORCA calculation (ωB97M-V/def2-TZVPD) on a molecular structure, C39H89LiN6O10.

Summary:
Frontier orbital gap, eV: 7.212

Geometry (Å):
O 2.5718 -0.5920 -50.0284
O 0.1173 0.4102 -46.0018
O 4.0910 -4.4584 -41.9856
O 3.2819 -6.1912 -49.0377
O 1.9356 -1.1552 -44.6920
O 0.3324 -0.3496 -42.3924
O 9.8147 -0.1090 -41.3936
O -0.2578 -4.4955 -47.8034
O 1.5779 4.5042 -42.3422
O 3.3963 -2.3343 -43.5823
N 4.4131 -5.8827 -48.2385
N 9.2339 -1.3059 -41.8718
N 0.4300 -2.3001 -47.8781
N 0.9444 -3.6331 -46.0632
N 2.8320 4.5587 -42.9751
N 2.7090 0.7608 -50.4423
C 4.9344 4.1163 -44.8492
C 4.2219 -0.8120 -45.2420
C 7.6325 -2.3434 -43.3880
C 10.2239 -2.3815 -41.9352
C 6.1975 -6.6251 -46.8355
C 2.8305 5.4312 -44.1570
C 4.6794 1.1121 -48.8928
C 3.3048 1.5720 -49.3911
C 3.2796 2.2732 -52.2495
C 2.3607 1.4943 -48.1853
C 5.8625 -4.2055 -47.2944
C 0.3379 -3.5484 -47.3026
C 10.6266 -2.7052 -40.4971
C 3.7963 3.0113 -41.3748
C 4.9900 3.6846 -43.3916
C 3.7261 -3.5635 -48.3021
C 3.0859 2.1124 -43.5788
C 2.5513 6.8549 -43.6862
C 4.1494 5.4136 -44.9504
C 4.8962 -4.5317 -48.4402
C 3.9875 3.1624 -51.2338
C 3.3374 3.0314 -49.8583
C 2.1748 0.1003 -52.7057
C 3.1447 -1.4332 -44.4212
C 6.0645 -7.5482 -49.1472
C 8.2519 -1.0410 -42.9152
C 4.3911 -8.1661 -47.4394
C 4.5460 0.1315 -52.0014
C 3.6039 3.3498 -42.8531
C 7.1247 -0.1909 -42.3006
C 5.2340 -7.0373 -47.9642
C 1.6672 5.0252 -45.0845
C 8.6719 -3.4229 -43.6820
C 5.5910 -4.2904 -49.7874
C 8.8248 -0.2635 -44.1091
C 6.9052 -5.3049 -47.0753
C 3.2010 0.8057 -51.8146
C 9.5775 -3.6442 -42.4845
C 11.4922 -1.9957 -42.7187
Li 1.4741 -1.9990 -42.7069
H 1.6204 -0.7128 -49.9402
H 6.5435 -4.8216 -49.8360
H 6.5589 -8.4848 -48.8781
H 3.6323 -6.4114 -49.9167
H 5.1608 -0.6374 -44.7157
H 5.8949 -3.2403 -49.8317
H 2.9345 7.5493 -44.4394
H 3.8619 1.3438 -43.5109
H 1.6875 5.0130 -41.5313
H 5.9745 4.2391 -45.1771
H 1.3111 1.6899 -48.4082
H 3.8637 4.2067 -51.5443
H 9.4734 0.5401 -43.7484
H 0.7664 -1.5228 -47.3342
H 6.3307 -0.8119 -41.8711
H -0.0971 -2.1022 -48.7060
H 4.5719 0.1011 -48.4919
H 11.4157 -3.4609 -40.4523
H 9.4765 -0.0535 -40.4939
H 6.9423 -7.4242 -46.7564
H 5.6986 2.8856 -43.1501
H 2.2429 1.6111 -43.0897
H 3.6366 -7.7802 -46.7480
H 6.3137 -3.2437 -47.5525
H 1.5198 5.7420 -45.8978
H 4.4623 -1.3742 -46.1469
H 4.9633 -4.5587 -50.6344
H 5.4782 1.0719 -49.6255
H -0.6169 0.1376 -45.4445
H 7.4598 0.4438 -41.4839
H 2.2904 2.6815 -52.4607
H 2.8710 2.8441 -40.8204
H 7.2323 -2.1149 -44.3933
H 1.5038 7.0538 -43.4785
H 2.9728 -3.6815 -49.0743
H 4.8437 0.1459 -53.0611
H 4.7458 6.3066 -44.7695
H 2.3852 0.4757 -47.7844
H 2.6573 2.1289 -47.3489
H 9.2333 -3.1657 -44.5900
H 7.6099 -5.3788 -47.9071
H 8.9602 -4.0823 -41.6921
H 4.9845 -8.8391 -46.8124
H 2.8032 2.2862 -44.6109
H 11.9065 -1.0656 -42.3382
H 0.7341 5.0344 -44.5217
H 8.1620 -4.3460 -43.9733
H 8.0437 0.2182 -44.6934
H 1.4385 -2.8646 -45.6386
H 3.8858 0.1543 -45.6096
H 5.0645 2.9946 -51.1651
H 2.4719 0.2425 -53.7451
H 4.2410 3.8902 -40.8895
H 5.3046 -4.1105 -46.3589
H 9.7973 -3.1177 -39.9217
H 6.7529 -6.8309 -49.5779
H 11.2529 -1.9569 -43.7807
H 9.4575 -0.9133 -44.7173
H 3.8790 3.6471 -49.1392
H 0.5991 0.5699 -42.5119
H 12.2522 -2.7622 -42.5501
H 4.1144 -2.5412 -48.2398
H 1.8327 4.0381 -45.5189
H 4.5596 3.3164 -45.4891
H 6.6121 0.3957 -43.0659
H 1.1855 0.5190 -52.5224
H 2.1500 -0.9687 -52.4961
H 10.2850 -4.4445 -42.7213
H 5.3835 -7.8826 -49.9464
H 6.7402 -2.7677 -42.9260
H 5.6433 -6.6142 -45.8924
H 11.0158 -1.8084 -40.0094
H 2.2854 3.3292 -49.9122
H 4.9925 1.7268 -48.0463
H -0.6291 -0.3456 -42.4404
H 3.8593 5.4883 -46.0060
H 3.1546 7.0842 -42.8010
H 4.4868 2.1814 -41.2245
H 5.4207 0.5434 -51.5005
H 3.9312 -3.8243 -42.7069
H 3.8891 -8.7468 -48.2111
H 5.3972 4.5183 -42.8015
H 7.4796 -5.0361 -46.1839
H 3.2553 -3.6923 -47.3235
H 3.4289 -5.1452 -42.1035
H 0.8602 -4.4888 -45.5512
H 0.8994 -0.0543 -45.6294
H 4.5298 -0.9369 -51.7624
H 3.8737 2.3036 -53.1678